A cluster of 2 separate species, C3H9NO2 in total. Source: the Open Molecules 2025 dataset; level of theory: wB97M-V/def2-TZVPD.

Computed properties:
- F_max (eV Å⁻¹) = 9.2
- structure (SMILES) = CCNC=O.O
- HOMO-LUMO gap (eV) = 10.269
- total charge = 0
- spin multiplicity = 1
- LUMO energy (Eh) = 0.01826
- energy relative to the best compared isomer or geometry (same formula, charge and spin) (kJ/mol) = 258.20
- HOMO energy (eV) = -9.77

Each line ends with the Mulliken charge.
Geometry (Å):
O -0.4505 3.4200 0.4142  -0.650
O 3.0758 -1.3721 -0.8092  -0.553
N 1.1387 -0.6290 0.1339  -0.121
C -1.3691 -0.0288 -0.1696  -1.108
C -0.2112 -1.0444 0.1544  -0.396
C 1.8316 -1.2797 -0.9520  0.025
H -0.3082 2.4161 0.5483  0.294
H 1.3005 -1.5432 -1.7937  0.384
H -2.2429 -0.6773 -0.1226  0.363
H -0.3569 -1.8616 -0.5806  0.315
H 1.5318 -0.4927 1.0510  0.284
H -0.7293 3.4883 1.5323  0.357
H -1.5174 0.8042 0.5913  0.224
H -1.2813 0.3600 -1.1864  0.295
H -0.4117 -1.5599 1.1888  0.287

---

A cluster of 4 separate species, C33H44F2N2O12S in total. Source: the Open Molecules 2025 dataset; level of theory: wB97M-V/def2-TZVPD.

Computed properties:
- F_max (eV Å⁻¹) = 6.5
- structure (SMILES) = CCOCCc1c(CCOCC)c(N(C(=O)F)C(=O)F)c(CCCS)c2c1C(=O)NC2=O.O=C1CCCO1.O=C1CCCO1.O=C1CCCO1
- HOMO-LUMO gap (eV) = 7.247
- total charge = 0
- spin multiplicity = 1
- LUMO energy (Eh) = -0.05890
- HOMO energy (eV) = -8.85

Each line ends with the Mulliken charge.
Geometry (Å):
S -1.7836 3.5198 -0.8817  -0.227
F -3.7705 -0.6541 3.2468  -0.208
F -0.0493 1.3794 3.1856  -0.227
O -3.9356 -3.4079 -5.4513  -0.594
O 2.2650 -0.9426 -3.3953  -0.528
O 4.9872 -1.6886 1.2643  -0.347
O -5.2926 4.0063 0.4910  -0.636
O -2.0206 0.9511 -2.9383  -0.431
O -5.6224 -1.8928 -5.5241  -0.368
O 1.3736 -4.5391 3.0630  -0.391
O -1.7710 0.8954 4.6122  -0.520
O 7.2912 0.7992 -0.8809  -0.592
O -3.5492 5.2471 1.2466  -0.150
O -2.7087 -2.6577 3.0247  -0.447
O 6.0619 -0.2481 -2.4733  -0.326
N -0.1938 -0.5380 -3.4935  -0.324
N -1.2156 -0.7960 2.9583  0.783
C -0.7031 -0.7802 1.5675  0.034
C -2.8736 0.4711 0.4255  -1.098
C -4.3992 0.0495 -5.0777  -0.270
C 0.2391 -5.4526 2.8284  -0.177
C 0.7602 -3.2328 3.3303  -0.150
C 2.9470 -2.0664 -0.2629  -0.923
C 5.6471 0.0624 -3.8083  -0.201
C -1.1031 0.1803 -2.5292  -0.233
C 6.7725 1.9446 -2.9423  -0.400
C -1.7406 2.8907 0.8980  -0.494
C -3.4288 -1.0471 -5.4539  0.540
C 0.7269 -0.8960 -1.3142  -0.340
C 1.1375 -0.8266 -2.8561  0.013
C -3.3778 6.2579 2.2467  -0.481
C 5.6490 1.5706 -3.8847  -0.551
C 1.4556 -1.4543 -0.0541  0.396
C -4.7390 6.8903 2.4115  -0.534
C 5.7109 -2.2686 3.5473  -0.908
C 6.7510 0.8071 -1.9582  0.546
C -4.3137 -2.2632 -5.4613  0.575
C -2.5460 -1.4076 3.0885  0.551
C -2.9404 1.8711 1.2160  -0.231
C -1.4166 -0.1803 0.3157  0.623
C 5.1315 -1.0881 2.5727  -0.031
C -5.7069 -0.4671 -5.6285  -0.503
C 1.5368 -2.0026 2.6396  -0.332
C -0.6870 -0.2698 -1.0548  -0.072
C -4.8633 4.8936 1.1855  0.442
C 3.9852 -1.0200 0.4571  -0.074
C -1.0988 0.4945 3.6448  0.480
C 0.7746 -6.9751 3.1136  -0.937
C 0.7392 -1.4096 1.3506  0.436
C -5.6733 5.7332 2.1342  -0.423
H 4.7017 1.9626 -3.5002  0.249
H 5.7828 1.9499 -4.8994  0.358
H 1.8996 -6.9565 2.9108  0.252
H 0.1836 -7.6428 2.3858  0.299
H 5.8924 -0.2169 2.6078  0.318
H -3.2156 0.6952 -0.6620  0.226
H -0.6173 -5.2880 3.5739  0.264
H 4.8178 -2.9475 3.8158  0.140
H -4.1251 1.0306 -5.4692  0.391
H 7.7408 1.9600 -3.4483  0.257
H -3.1144 1.6943 2.3518  0.407
H -3.5826 -0.3408 0.8182  0.379
H -2.6297 6.9800 1.9143  0.329
H -1.8552 3.7733 1.6318  0.182
H 4.6549 -0.3538 -3.9913  0.175
H -6.5629 -0.1066 -5.0549  0.345
H 0.6255 -3.0492 4.4693  0.186
H 1.5217 -1.1330 3.4108  0.335
H 2.6067 -2.3212 2.3836  -0.062
H -0.7074 2.4250 1.0542  0.361
H 6.3561 -0.3902 -4.5083  0.266
H -0.2854 -3.2808 2.8273  0.106
H -4.4607 0.1267 -3.9875  0.058
H -4.8815 7.6667 1.6528  0.284
H 4.1427 -0.7559 3.0574  0.121
H 6.2510 -1.8557 4.4667  0.338
H 3.0303 -3.1088 0.2400  0.357
H -3.9121 2.3960 0.8567  0.141
H -2.6309 -1.1464 -4.7187  -0.732
H 0.5087 -7.1810 4.2184  0.258
H -5.8810 5.1520 3.0360  0.258
H -4.8855 7.3472 3.3919  0.319
H 3.2170 -2.0837 -1.3746  0.358
H -0.4857 3.2346 -1.3489  0.122
H -6.6005 6.0679 1.6689  0.304
H 4.4881 -0.3213 -0.3097  0.024
H -5.8488 -0.2020 -6.6807  0.254
H -0.1512 -5.3241 1.7562  0.256
H -0.6994 -1.4509 -3.5804  0.340
H -3.0160 -0.9004 -6.4549  0.353
H 6.5813 2.8964 -2.4465  0.291
H 3.3265 -0.3324 1.1183  0.241
H -3.0262 5.7815 3.1672  0.298
H 6.4273 -2.8921 2.9080  0.255

---

A structure of composition C35H35Br4N3O3SSnTe. Source: the Open Molecules 2025 dataset; level of theory: wB97M-V/def2-TZVPD.

Computed properties:
- F_max (eV Å⁻¹) = 0.3
- HOMO-LUMO gap (spin up / spin down) (eV) = 6.680 / 6.642
- total charge = -1
- spin multiplicity = 2
- LUMO energy (spin up / spin down) (Eh) = 0.07960 / 0.05945
- HOMO energy (spin up / spin down) (eV) = -4.51 / -5.02

Each line ends with the Mulliken spin population.
Geometry (Å):
Te -0.1520 0.3828 0.2788  0.237
Sn 1.2747 -0.1283 -3.3459  0.007
Br -2.9459 5.1999 -1.4858  0.000
Br -3.3814 0.8604 -5.2033  0.000
Br 0.1654 4.2210 -0.8528  -0.001
Br -4.7374 3.5294 -3.7215  0.000
S 5.0266 0.3640 -3.7882  0.001
O -0.5924 0.3855 -4.1998  0.003
O 1.0917 -2.4701 0.1176  0.028
O 0.9046 1.8018 -2.5365  0.009
N 4.8646 0.5010 -1.1568  0.000
N 0.4785 -0.9142 -1.4635  0.345
N 4.2844 2.4123 -2.2859  0.000
C -5.0455 -3.6793 1.2913  -0.001
C -2.3383 2.1547 1.9607  0.069
C -1.7183 -1.0093 0.6569  0.081
C 0.1632 3.0084 6.2158  0.000
C 0.1353 -3.2310 -3.2183  0.006
C 0.8551 -2.1270 -1.0466  -0.026
C -3.8902 -2.7419 1.0679  0.003
C -0.8979 3.3154 -2.1304  0.003
C 1.0579 0.8990 3.1757  -0.100
C -0.0679 1.0762 2.3718  0.227
C -2.4041 1.9039 -3.9689  0.001
C 1.2762 -5.1734 -4.0533  -0.001
C 0.9833 -3.1933 -2.1155  0.038
C -0.3262 2.2205 -2.7621  0.002
C -2.9343 -0.0119 -1.3512  0.025
C 2.2085 0.0011 2.8033  0.083
C 1.1179 1.5397 4.4115  0.016
C -2.2123 3.7191 -2.4016  -0.002
C 3.8536 3.0879 -1.0720  0.004
C -0.5085 -2.1434 2.6235  0.019
C -1.0222 2.5133 4.0488  0.020
C 0.0876 2.3471 4.8658  -0.012
C -2.9608 3.0184 -3.3308  0.001
C 0.2785 -4.2205 -4.1820  0.002
C 1.9606 -4.1723 -1.9765  -0.003
C -1.6779 -1.9465 1.7029  -0.049
C 2.1161 -5.1484 -2.9464  0.003
C -3.8950 -1.8272 0.0309  0.001
C 4.7259 1.1456 -2.3315  0.000
C 4.4322 1.0175 0.1327  0.005
C -1.1165 1.8993 2.8039  0.007
C -2.8297 -0.9563 -0.1901  -0.039
C 3.3457 2.0529 -0.0856  -0.008
C -2.7725 -2.7849 1.8873  -0.005
C -1.1185 1.4710 -3.6834  0.002
H -2.5172 0.9711 -1.1230  0.002
H 2.4635 1.5830 -0.5248  0.022
H -2.0797 2.6895 1.0436  -0.020
H 5.2838 1.4620 0.6618  0.000
H 1.4026 -5.9342 -4.8132  0.000
H 2.2521 -0.8526 3.4829  0.004
H 2.5905 -4.1487 -1.0979  0.000
H 1.9955 1.3955 5.0346  -0.001
H -0.5572 3.8219 6.2957  0.000
H -2.8245 1.2227 1.6671  -0.015
H -0.5404 -1.4483 3.4635  0.000
H -3.9744 0.1223 -1.6460  -0.001
H 2.8906 -5.8971 -2.8382  0.000
H 0.4256 -2.0116 2.0864  -0.004
H -2.7342 -3.5100 2.6943  0.000
H 5.1178 -0.4689 -1.2502  0.000
H -0.6609 -2.5004 -3.3084  0.004
H 4.0656 0.1819 0.7252  0.003
H -5.8838 -3.4313 0.6413  0.000
H -2.3842 -0.4012 -2.2104  -0.003
H -5.3919 -3.6359 2.3252  0.000
H 2.1175 -0.4026 1.7944  -0.001
H 3.1565 0.5353 2.8911  0.001
H -4.7559 -4.7120 1.0870  0.000
H -4.7510 -1.7748 -0.6330  0.000
H -0.5306 -3.1579 3.0215  0.000
H 3.0528 2.5167 0.8563  0.000
H 1.1580 3.4150 6.4006  0.000
H 3.0646 3.7884 -1.3362  -0.001
H 4.6936 3.6481 -0.6441  0.001
H 4.0550 2.8059 -3.1835  0.000
H -1.8365 3.1486 4.3819  0.005
H -3.0607 2.7576 2.5109  0.001
H -0.0522 2.2946 7.0142  0.000
H -0.3921 -4.2423 -5.0315  0.000

---

The molecule C3H5ClS2. Source: the Open Molecules 2025 dataset; level of theory: wB97M-V/def2-TZVPD.

Computed properties:
- F_max (eV Å⁻¹) = 2.1
- structure (SMILES) = S=C[C@@H](S)CCl
- HOMO-LUMO gap (eV) = 8.496
- total charge = 0
- spin multiplicity = 1
- LUMO energy (Eh) = -0.02388
- energy relative to the best compared isomer or geometry (same formula, charge and spin) (kJ/mol) = 55.09
- HOMO energy (eV) = -9.15

Each line ends with the Mulliken charge.
Geometry (Å):
Cl -2.1891 -0.9495 -0.3795  -0.182
S 2.6181 -0.7058 -0.0468  -0.164
S -0.2961 1.9136 -0.1605  -0.149
C 0.1194 0.2972 0.5423  0.072
C 1.0679 -0.4433 -0.3579  -0.394
C -1.1236 -0.4735 0.9767  -0.719
H -0.8542 -1.3684 1.4214  0.377
H 0.9551 2.0221 -0.4227  0.139
H 0.6676 0.5022 1.4818  0.343
H 0.6775 -0.7378 -1.3275  0.310
H -1.7650 0.1155 1.6483  0.368

---

A structure of composition C18H52AsF6N8O6. Source: the Open Molecules 2025 dataset; level of theory: wB97M-V/def2-TZVPD.

Computed properties:
- F_max (eV Å⁻¹) = 6.2
- HOMO-LUMO gap (spin up / spin down) (eV) = 2.451 / 6.915
- total charge = -2
- spin multiplicity = 2
- LUMO energy (spin up / spin down) (Eh) = 0.15158 / 0.15152
- HOMO energy (spin up / spin down) (eV) = 1.67 / -2.79

Each line ends with the Mulliken spin population.
Geometry (Å):
As -0.5307 -0.3310 0.6139  0.959
F -1.4832 1.2197 0.3014  -0.011
F 0.2733 -1.8831 0.7824  -0.023
F -2.0597 -1.2078 0.9074  -0.048
F 1.0080 0.5592 0.3647  0.088
F -0.5006 0.0760 2.3824  -0.009
F -0.6309 -0.5516 -1.2503  0.009
O 2.3718 2.9398 -1.0245  -0.005
O -1.0347 -5.2832 5.9722  -0.002
O -3.9258 3.6898 -3.2674  -0.004
O 1.9746 3.8814 1.8381  -0.010
O 5.1207 -1.1847 1.7821  -0.001
O 1.3842 -1.1389 -7.0430  -0.002
N 3.4420 1.2191 1.4546  0.004
N 0.6150 -1.4346 -3.4346  -0.007
N 1.1287 4.2489 -2.2909  0.001
N 0.7578 4.8967 3.3926  -0.008
N -3.6102 2.8548 -0.2137  0.037
N 0.7573 -3.2833 3.3148  -0.017
N 0.2329 2.4950 -1.5810  -0.041
N -0.2387 3.5915 1.9867  -0.026
C 0.4618 0.6998 -4.5795  -0.014
C 1.6616 -1.1044 -5.6776  0.004
C 1.3217 3.1631 -1.6184  0.027
C 2.6304 1.1040 3.7131  0.002
C -0.3963 -3.5875 4.1925  0.001
C 3.9215 -0.9120 2.4945  -0.027
C -0.7609 -6.4658 6.7425  0.000
C 0.6810 -2.2492 -7.5216  0.000
C -1.8292 -3.5612 3.4559  0.018
C -4.1700 2.1127 -1.4050  -0.074
C 3.7870 0.6329 2.7236  -0.008
C -4.8646 2.9971 -2.4823  0.028
C 0.8851 4.1058 2.3899  0.058
C -0.0267 -4.8381 4.9985  0.009
C 4.9457 -2.5485 1.2952  0.009
C 0.4784 -0.8165 -4.7215  0.041
C -4.1570 3.8234 -4.5815  0.012
C -4.9315 0.8433 -0.9149  0.025
H -3.3800 3.7683 -0.5778  -0.010
H 1.6145 0.8498 3.4109  0.014
H -0.3241 -2.8134 4.9565  -0.009
H -1.0939 3.6020 2.5240  -0.009
H -3.3075 1.7282 -1.9495  0.022
H -4.3322 0.2819 -0.1982  0.014
H 0.0734 -5.7068 4.3478  -0.001
H 1.2370 -0.8900 -2.8544  -0.009
H 2.6122 2.1854 3.8491  0.004
H 3.8893 0.5972 0.7964  0.000
H -2.5583 -4.0715 4.0853  -0.007
H 2.9540 -1.1905 2.0769  0.029
H 2.8297 0.5302 4.6182  -0.003
H 2.3740 -0.2905 -5.5425  0.002
H -0.4319 -1.2028 -5.1800  0.009
H 4.7999 0.9150 3.0111  0.001
H -0.0239 4.8139 4.0268  -0.003
H 0.0913 -6.3197 7.4061  0.000
H 3.9969 -1.4766 3.4239  -0.001
H 1.5951 5.4073 3.6343  0.000
H -0.2394 -1.4662 -2.8971  0.000
H -0.3496 -7.2435 6.0989  0.000
H 1.1981 1.0249 -3.8444  0.005
H 0.3600 1.2150 -5.5346  0.001
H 5.7817 -2.8171 0.6494  0.000
H 0.9395 -4.6401 5.4627  0.002
H 1.9388 4.8410 -2.4057  -0.003
H -2.7607 2.4385 0.1401  0.016
H -5.9363 1.1756 -0.6541  -0.003
H -0.4754 0.9592 -4.0870  0.002
H -5.0625 4.3872 -4.8055  0.000
H 0.2178 1.6188 -1.0789  0.002
H 0.1873 -2.0197 -8.4659  0.000
H -1.6329 -6.8373 7.2807  0.000
H -0.2797 2.9970 1.1713  -0.017
H 3.9817 -2.7235 0.8176  0.002
H -1.9091 -3.9782 2.4520  -0.005
H -3.3312 4.3803 -5.0242  -0.001
H -5.5776 3.7366 -2.1179  -0.004
H -4.1542 2.8591 -5.0897  -0.001
H -5.6029 2.5527 -3.1498  0.007
H 1.3314 -3.1015 -7.7184  0.000
H -0.5715 2.8171 -2.0999  -0.004
H -2.0648 -2.5003 3.3718  0.015
H 0.1902 4.5510 -2.5100  0.000
H -0.0899 -2.5141 -6.7979  0.000
H 4.8859 -3.3420 2.0401  -0.001
H 1.3125 -4.0926 3.0765  -0.007
H 2.5139 0.8912 1.2280  -0.021
H -4.8611 0.1776 -1.7751  -0.006
H 0.5979 -2.7691 2.4602  -0.011
H 2.1566 -2.0671 -5.5496  -0.003

---

A cluster of 2 separate species, C3H3N3O in total. Source: the Open Molecules 2025 dataset; level of theory: wB97M-V/def2-TZVPD.

Computed properties:
- F_max (eV Å⁻¹) = 2.3
- HOMO-LUMO gap (eV) = 11.064
- total charge = 0
- spin multiplicity = 1
- LUMO energy (Eh) = 0.03094
- energy relative to the best compared isomer or geometry (same formula, charge and spin) (kJ/mol) = 158.77
- HOMO energy (eV) = -10.22

Each line ends with the Mulliken charge.
Geometry (Å):
O 3.2148 -0.1355 0.2633  -0.176
N -1.7618 0.7054 -0.3761  -0.522
N -0.1823 -0.7101 0.2462  0.112
N 0.4279 0.4250 -0.1156  -0.502
C -1.5135 -0.5136 0.0788  -0.015
C -0.5264 1.2442 -0.4789  -0.171
C 2.2383 -0.6878 0.3967  0.102
H -0.2953 2.2435 -0.8197  0.384
H 0.6813 -1.3232 0.5215  0.391
H -2.2830 -1.2479 0.2838  0.397

---

> Look up the total charge of the fourth one.

0